The following is a quantum chemistry calculation of a molecular structure, C24H36BeN2Si, from the OMol25 dataset.

Structure (XYZ):
```
64
Properties=species:S:1:pos:R:3:forces:R:3:mulliken_charge:R:1
C 0.4268 2.4680 3.1958 0.03 -0.04 0.47 -0.27
C 0.9390 2.8864 1.9436 0.44 0.04 -0.02 -0.47
C -0.0977 2.7630 0.9872 -0.07 0.31 -0.58 -0.71
H 1.9465 3.2704 1.7729 -0.38 -0.40 -0.07 0.51
C -1.2663 2.3059 1.6478 -0.37 0.14 0.07 -0.32
C -0.9382 2.1195 3.0149 -0.19 0.03 0.34 0.11
H -1.6196 1.8002 3.8018 0.33 -0.09 -0.36 0.48
H 0.9782 2.4275 4.1345 -0.20 -0.11 -0.38 0.53
H -0.0309 3.0039 -0.0700 0.03 -0.22 0.29 0.59
H -2.2661 2.2072 1.2149 0.66 -0.30 0.05 0.53
Be 0.2090 1.1306 1.8850 -0.04 0.18 -0.02 -0.19
C -0.8012 0.1502 -1.0899 -0.23 1.81 1.89 -0.28
H -1.6533 0.8368 -1.1575 0.34 0.08 0.18 0.31
H -0.9736 -0.5490 -0.2651 0.10 -0.10 -0.12 0.03
H 0.1153 0.7188 -0.9141 0.14 0.34 0.38 -0.16
Si -0.4930 -0.7339 -2.6288 -1.33 -2.09 -1.31 0.60
C 1.1061 -0.6163 -3.6653 -0.35 0.46 -0.31 0.04
C 1.9090 0.5291 -3.7195 0.53 -0.47 -0.42 0.12
H 1.5853 1.4571 -3.2406 0.07 -0.21 -0.11 0.36
C 3.1308 0.4975 -4.4131 -0.13 -0.18 0.08 -0.69
H 3.7596 1.3910 -4.4491 -0.14 -0.28 -0.02 0.34
C 3.5375 -0.6739 -5.0651 -0.04 0.08 0.05 -0.38
H 4.4912 -0.7017 -5.6045 -0.37 0.04 0.23 0.34
C 2.7155 -1.8091 -5.0456 -0.33 0.20 0.11 -0.48
H 3.0163 -2.7199 -5.5706 -0.05 0.32 0.12 0.35
C 1.4946 -1.7699 -4.3590 0.71 0.21 -0.20 -0.50
H 0.8389 -2.6466 -4.3557 0.29 0.21 0.10 0.29
C -1.6499 0.4034 -3.7622 0.25 0.15 -0.13 0.40
C -1.2610 0.9438 -4.9908 -0.60 0.72 -0.09 -0.52
H -0.3562 0.5863 -5.4929 -0.19 0.26 0.29 0.33
C -2.0234 1.9670 -5.5921 -0.10 -0.36 0.10 -0.50
H -1.6878 2.4046 -6.5329 -0.11 -0.05 0.18 0.35
C -3.2068 2.4141 -4.9959 0.27 -0.07 -0.04 -0.42
H -3.7792 3.2291 -5.4399 0.15 -0.19 0.05 0.35
C -3.6636 1.7978 -3.8266 0.23 -0.38 0.04 -0.57
H -4.5997 2.1170 -3.3635 0.17 -0.10 -0.18 0.35
C -2.9081 0.7726 -3.2463 0.00 0.57 -0.50 -0.51
H -3.3041 0.2624 -2.3620 0.20 0.13 -0.16 0.40
H 0.2914 -1.8006 -1.8446 0.61 -0.65 0.55 -0.51
H -1.6993 -1.6652 -2.5050 -0.03 -0.43 -0.37 -0.45
C 1.4653 -0.9411 1.6698 -0.78 0.05 0.09 -0.45
N 0.6557 -1.9630 2.2632 0.28 -0.05 0.02 0.40
C 0.9432 -3.3350 1.9118 -0.22 -0.39 0.03 -1.02
C -0.7011 -1.6626 2.6377 0.09 -0.23 0.34 -0.31
C -0.9038 -1.5362 4.1508 0.25 0.18 0.11 -1.24
N -0.0573 -0.4970 4.7434 -0.12 0.16 -0.08 0.58
C -0.6442 0.0809 5.9476 0.11 0.00 -0.02 -1.26
C 1.3094 -0.9219 5.0236 0.14 0.18 0.03 -1.17
H 1.5558 -0.1087 2.4098 0.48 0.05 0.24 0.12
H 2.4779 -1.3604 1.4911 -0.54 0.87 -0.09 0.50
H 1.0295 -0.5288 0.7305 0.28 -0.27 -0.29 -0.11
H 0.8950 -3.9737 2.8136 0.11 0.17 -0.34 0.29
H 0.2152 -3.7299 1.1840 0.29 0.06 0.00 0.31
H 1.9507 -3.3988 1.4864 -0.28 -0.13 0.09 0.31
H -1.0239 -0.7145 2.1582 -0.12 -0.22 -0.05 -0.26
H -1.3502 -2.4840 2.2934 -0.05 0.43 -0.20 0.68
H -1.9491 -1.2582 4.3395 0.16 -0.19 -0.04 0.48
H -0.7062 -2.5162 4.6216 -0.16 0.09 -0.04 0.28
H -0.6631 -0.6395 6.7879 -0.05 0.16 -0.14 0.38
H -0.0476 0.9500 6.2634 -0.16 -0.22 -0.05 0.32
H -1.6692 0.4140 5.7509 0.16 -0.05 0.06 0.41
H 1.3659 -1.6201 5.8803 -0.02 0.09 -0.17 0.35
H 1.7355 -1.4028 4.1398 -0.06 0.03 0.35 0.33
H 1.9042 -0.0278 5.2714 -0.09 -0.30 0.00 0.33
```
Positions in Å, forces in eV/Å.

E_HOMO = -5.8 eV
spin multiplicity = 1
molar mass = 389.66 g/mol
E_LUMO = -0.5764 eV
energy relative to the best compared isomer or geometry (same formula, charge and spin) = 76.7 kcal/mol
total energy = -1349.64645 Eh
total charge = 0